Computed, not measured: C59H122F3N7O7 as an isolated structure, with ωB97M-V/def2-TZVPD.

Cartesian coordinates (Å):
C -3.07608 14.95869 19.12487
C -2.93243 13.53534 19.68421
O -3.93878 12.87536 20.01304
N -1.56661 13.02766 19.77293
H 2.91551 0.55080 17.43489
H -0.82514 13.55025 19.34501
C -1.01010 11.71591 19.51287
H -2.89961 15.51572 20.08623
H -4.16028 15.15716 18.90376
H -2.51116 15.21081 18.21910
H -0.52895 11.31344 18.57510
H -1.81775 11.00384 19.74553
H -0.10251 11.64921 20.15468
C -5.36845 4.86572 21.71289
C -6.04336 6.16676 22.05460
C -6.10536 6.93040 20.67884
N -6.53574 8.35775 20.87105
C -7.97789 8.33414 21.47035
C -6.61612 9.10826 19.48561
C -6.04754 10.54618 19.73941
C -5.16664 10.49635 20.96580
C -5.57671 9.19851 21.75844
H -5.87672 4.02775 21.39929
H -4.87667 4.46408 22.49264
H -4.57587 4.99914 20.95288
H -5.38669 6.73016 22.69695
H -6.97227 5.89526 22.53062
H -6.80338 6.50879 19.96593
H -5.09744 6.94877 20.25453
H -7.89321 8.59058 22.53454
H -8.33557 7.29540 21.32119
H -8.64709 9.06704 20.98732
H -7.68209 9.00662 19.08154
H -6.07158 8.52010 18.79902
H -6.82572 11.23924 20.00809
H -5.64072 10.97637 18.84565
H -5.20960 11.45012 21.47639
H -4.10562 10.32201 20.86666
H -6.04574 9.49517 22.64573
H -4.70679 8.65075 21.95804
C 7.99108 3.81038 13.51931
C 7.66974 4.73732 14.17280
C 7.24015 5.76222 15.08878
N 7.95125 7.15565 14.99757
C 9.44440 7.09987 15.37550
C 7.76788 7.90064 13.75154
C 6.33935 8.50788 13.98903
C 6.14143 8.93423 15.21403
C 7.15987 8.05003 16.09377
H -4.13557 -2.82500 26.76643
H 17.35990 13.77487 18.91324
H 8.31389 3.49988 12.51912
H 6.54592 8.33855 29.18380
H 5.71620 21.96430 30.37763
H 7.26056 5.42886 16.16058
H 6.14941 5.90681 14.92361
H 9.66645 6.07667 15.80890
H 9.56390 7.90479 16.18086
H 10.08144 7.38397 14.54119
H 8.51318 8.60948 13.49267
H 7.84645 7.16208 12.92621
H 3.82751 1.11975 20.03014
H 5.77269 8.82771 13.06114
H 5.31046 9.40978 15.52646
H 5.78036 -4.21457 22.56520
H 7.66572 8.71315 16.72242
H 6.71156 7.48304 16.78730
C 10.12100 9.99603 30.66122
C 10.32379 8.63286 30.51530
C 9.75353 7.29824 31.31015
C 9.90121 6.05522 30.52560
C 10.43618 6.12310 29.29764
C 11.33973 7.20981 28.99321
N 11.32057 8.36944 29.63972
O 12.25847 9.23483 29.14502
C 11.08853 8.24438 20.39336
C 11.82595 7.46625 27.71985
C 0.82340 23.59397 25.68423
H 3.97516 13.42102 47.14254
H 10.21717 10.86578 30.06127
H 0.15593 -4.32149 30.00267
H 8.72483 7.65577 31.62804
H 9.97148 7.47665 32.35725
H 2.99600 1.86211 20.61933
H 9.11035 5.28716 30.63991
H 0.39195 6.00978 37.52659
H 10.29476 5.15805 28.67351
H 11.05155 7.23617 20.91631
H 10.86862 9.52710 21.00448
H 11.75528 8.53671 19.64957
H 11.73041 6.53800 27.34327
H 13.99280 6.00067 28.83104
H 12.25341 8.50658 27.46981
H 1.72682 23.35556 25.30028
H 0.27225 22.91975 26.37353
H 0.17245 24.36414 25.26383
C -6.48663 16.35752 26.95624
C -6.90546 14.97687 26.96687
C -7.84058 14.39314 28.33416
C 6.19643 22.18120 23.71493
C 5.00739 22.91146 23.80148
C 4.77274 24.06969 22.95810
N -6.21053 14.11437 26.31067
O -5.54329 14.53098 25.37933
C 5.41700 24.40247 21.72111
C 3.54507 24.73258 23.22221
C -8.22159 15.46489 29.25769
H -5.52112 16.56335 27.38721
H -7.07742 16.96442 27.57496
H -6.21810 16.80866 25.99331
H -8.76998 13.89751 27.90550
H -7.30357 13.68433 28.91564
H 6.93693 22.58133 23.01638
H 6.41697 21.21015 24.14346
H -5.90343 11.21539 12.96000
H 4.07480 22.73723 24.44376
H 6.16719 25.20879 21.96451
H 4.64958 24.86356 21.06852
H 5.82875 23.68057 21.04681
H 2.88399 24.67167 22.37428
H 3.57508 25.77506 23.61308
H 2.90881 24.33644 24.02416
H -9.28799 15.65445 29.28276
H -7.96175 16.44647 29.27746
H -7.89240 15.20836 30.24326
C 4.26512 6.73390 38.92783
C 4.61259 5.56305 37.99135
C -4.00942 8.70925 37.36908
C -3.63063 9.13528 36.14931
C -4.48810 9.63794 35.19651
C 3.28657 5.33031 35.74323
N 4.35184 5.99739 36.54906
O 5.10960 6.83541 36.04864
C 3.55313 5.00829 34.30067
C 2.19563 4.89415 36.40965
C 4.76122 4.27881 38.23763
H 3.76619 6.36275 39.89347
H 3.52512 7.43269 38.51974
H 5.12162 7.34380 39.07531
H -3.29373 8.46593 38.24397
H -5.13824 8.52147 37.54907
H -2.52802 9.16866 35.97292
H -2.14166 18.69788 27.14755
H -4.02687 9.84826 34.17023
H -5.55017 9.83462 35.21664
H 4.53423 5.03254 33.73077
H 2.87646 5.59220 33.66999
H 3.11776 4.00055 34.27696
H 1.35277 4.27458 36.02719
H 1.84035 5.33035 37.25776
H 1.90117 -4.53754 19.98995
H 2.62314 8.86558 11.43952
H 5.02730 3.79646 39.22621
H 4.69500 3.57090 37.34636
C 5.60267 -7.06745 28.12186
C 6.72908 -8.23582 27.77175
C 8.01888 -8.29646 28.60714
C 7.67662 -8.67436 29.98567
C 4.40315 -10.46660 28.31032
C 5.03867 -10.01490 27.27378
N 6.34960 -9.67867 27.75502
O 7.24780 -10.40735 27.97299
C 4.55685 -9.74985 25.91572
C 3.49490 -2.78463 16.23297
C 7.31987 -7.90643 26.20137
H 5.27766 -7.19301 29.19895
H 4.71213 -7.21107 27.57424
H 5.97084 -5.96846 27.99497
H -6.68423 11.26218 27.17047
H 9.08033 -8.09735 28.52063
H 8.79704 -8.62395 30.73316
H 6.68238 -8.85979 30.35358
H 3.47090 -10.79745 28.16961
H 4.65172 -10.28750 29.39653
H 4.64566 -10.73606 25.58310
H 5.19788 -9.32159 25.11100
H 3.49076 -9.47652 26.07234
H 2.49159 -2.37903 16.04135
H 3.65972 -3.80965 16.63279
H 4.17468 -2.24385 15.72469
H 6.60605 -7.20923 25.82816
H 7.41972 -8.74018 25.52869
H 8.19401 -7.36366 26.45807
C 7.74357 7.54331 23.43941
O 6.63110 7.27770 22.86099
O 8.76838 7.37593 22.86789
C -4.10914 6.65317 26.35908
F -3.63155 6.45432 27.69651
F -5.00528 5.64249 26.28818
F -3.83679 7.00944 25.34645
C 6.51762 6.75384 21.51146
C 7.23022 5.44122 21.39680
H 7.07990 4.82923 22.26029
H 6.73512 4.93857 20.58533
H 8.30240 5.42620 21.09010
H 7.01849 7.50357 20.84435
H 5.48935 6.64735 21.55957
H 7.63517 8.00457 24.48023

Cartesian forces (eV/Å) of the 2 atoms listed first:
-1.330 -0.250 1.654
-0.256 -2.089 -1.242

Total charge: +6
Orbital gap, eV: 0.71
E_LUMO, eV: -11.37
HOMO level, eV: -12.082